Entry 1:
ORCA calculation (ωB97M-V with the def2-TZVPD basis set) on C57H63BrGe2IPPdS4 as an isolated structure.

Calculated values
Relative energy (zero: lowest compared OMol25 entry of this formula, charge and spin)   181.0 kJ/mol
E_LUMO   -8.022 eV
HOMO level   -12.220 eV
Spin multiplicity   1
Total charge   +2
Molecular weight   1365.8 g mol⁻¹

Positions of all 130 atoms, in Å:
H1 -5.0545 -4.2114 -0.7823
H2 -4.7964 -0.4320 -5.0253
H3 4.2830 2.2433 0.9373
H4 -3.9857 -1.6023 -3.9978
C1 5.0029 2.5770 0.1812
C2 -0.4147 -4.0195 3.9293
H5 3.4766 -4.8580 0.1838
C3 2.0871 -3.5391 1.1050
C4 3.7417 0.8270 -2.9616
H6 2.6648 0.1280 3.7842
C5 1.0217 -4.0530 1.8885
H7 4.3744 4.4238 -1.6906
H8 0.3890 3.1829 5.1820
C6 3.5000 -0.5554 -3.5181
H9 -3.3900 -4.8332 1.5655
C7 6.2018 -1.7388 0.0293
S1 -2.2097 -0.0622 0.5784
C8 -1.6052 3.2608 3.3764
C9 2.1765 4.6991 0.4014
H10 -5.1474 1.7416 0.5350
C10 2.5724 -4.2979 -0.0834
Br1 -1.9010 -7.4315 1.3661
H11 2.8737 4.1051 -5.1230
H12 3.8108 -1.3448 -2.8352
C11 -4.6711 0.9348 -2.0927
H13 -2.2583 6.9192 -0.5770
H14 -5.6065 -1.0227 -3.5768
C12 -3.8750 -8.0470 -0.5451
H15 3.5966 4.3886 2.7145
H16 3.0305 1.7643 -4.7483
H17 3.2454 4.9074 0.4417
H18 -5.8944 -1.7867 1.3868
C13 -4.6402 -0.7271 -3.9868
H19 -0.2519 2.8884 -2.6518
C14 5.9170 -0.6319 -0.7653
H20 6.6906 -0.1795 -1.3726
H21 -4.1012 -8.8478 0.1453
C15 3.6556 -0.6991 -0.0320
H22 -2.3121 0.5720 -4.4727
H23 5.4264 -3.1984 1.4191
H24 2.0137 3.8974 -0.3292
H25 -5.7580 3.0293 -0.4869
H26 3.4931 4.6281 5.4966
C16 -2.2280 2.0020 -2.8857
C17 2.1037 3.7730 4.0757
Ge1 -0.6083 1.4155 0.1391
H27 -3.9646 -3.2041 -1.7559
C18 -2.5659 -6.1197 -1.1290
H28 4.0488 -0.6915 -4.4510
C19 -2.2207 3.5552 -0.9215
S2 1.0173 1.0375 1.6478
H29 3.8118 -1.0851 4.3223
H30 -5.3506 -8.6393 -1.9704
H31 -3.6794 -3.6131 2.8054
H32 -4.9077 -0.5281 0.6079
H33 -1.9566 3.7105 4.3056
H34 -0.5655 6.3675 1.1347
H35 5.9347 2.0324 0.3588
C20 1.6593 4.3000 1.7642
H36 5.1950 3.6324 0.3495
C21 2.7998 -2.3451 1.5668
H37 -1.7339 2.1776 3.4809
S3 0.7223 0.9019 -1.6312
C22 -1.0184 5.5808 0.5465
C23 4.4782 2.3464 -1.2121
C24 4.2614 1.0451 -1.6853
C25 -2.8631 -7.1481 -0.2357
H38 4.0555 -0.2782 2.7787
C26 0.7632 3.4950 4.2089
C27 0.3155 4.0095 1.9298
H39 1.6725 5.5868 0.0167
H40 7.2052 -2.1425 0.0494
C28 -4.1031 1.9652 -1.3383
H41 -5.4705 -2.5198 -1.1323
C29 -4.0273 0.3955 -3.1940
C30 4.6260 -0.1035 -0.8127
C31 -3.9992 -3.9816 1.8300
C32 -4.8894 -1.3724 1.2872
C33 -2.8054 0.9475 -3.5815
H42 -1.3183 -3.4123 3.8181
C34 1.4352 -2.3404 3.5248
C35 -3.2452 -6.0190 -2.3377
H43 -0.6553 -5.0451 3.6568
C36 0.6833 -3.4736 3.0772
C37 3.6559 3.2282 -3.3186
H44 -2.9840 -5.2397 -3.0427
H45 -1.2741 3.6546 -3.8512
H46 -3.3293 5.1011 -1.8853
H47 2.5805 3.2638 6.1376
C38 -4.6533 -3.2050 -0.9113
C39 -4.5694 -7.9282 -1.7384
C40 3.3548 4.4105 -4.1949
H48 4.2716 4.9440 -4.4506
C41 -0.6434 4.2648 0.7995
C42 3.3000 -0.6842 3.4442
H49 -5.0455 -4.2872 1.8892
H50 0.5085 -4.9488 1.5612
C43 2.5398 4.1700 2.8480
H51 2.6993 5.1175 -3.6857
C44 -2.5776 4.8738 -1.1383
C45 -1.9745 5.8877 -0.4080
H52 2.8382 -3.6415 -0.9075
Ge2 1.8218 -0.1398 -0.0327
C46 5.2045 -2.3396 0.7945
H53 -4.7746 -6.8427 -3.5817
C47 -4.2498 -6.9220 -2.6395
H54 -0.1373 -3.9968 4.9835
C48 4.1835 3.4150 -2.0416
S4 0.7323 -2.1093 -0.1713
P1 -3.8233 -2.6607 0.6182
H55 -2.2566 3.5971 2.5707
H56 -0.5355 2.0932 -4.2117
H57 -4.2539 3.2476 0.4021
Pd1 -1.5842 -2.2410 0.2676
C49 -1.0009 2.6873 -3.4254
C50 -4.8472 2.5254 -0.1555
C51 -1.2405 3.2505 0.0388
C52 3.0695 3.6564 5.2460
C53 -2.8617 2.4753 -1.7240
H58 -4.5311 -1.0393 2.2607
C54 -0.1438 3.6063 3.1340
H59 3.9100 3.0066 4.9983
C55 3.4363 1.9306 -3.7555
C56 2.4877 -1.7809 2.8051
I1 -1.0152 -4.7420 -0.8050
H60 -5.6548 0.5616 -1.8186
H61 1.1957 -1.9129 4.4929
H62 1.8239 -5.0145 -0.4164
C57 3.9232 -1.8072 0.7647
H63 2.4398 -0.6994 -3.7465

=====

Entry 2:
ORCA calculation (ωB97M-V with the def2-TZVPD basis set) on one molecule with the formula C14H12N4O2S.

Calculated values
Relative energy (zero: lowest compared OMol25 entry of this formula, charge and spin)   0.0 kJ/mol
E_LUMO   -0.138 eV
HOMO level   -8.114 eV
Spin multiplicity   1
Total charge   0
SMILES   COc1ccc(-c2nc(N)n(C(=O)c3cccs3)n2)cc1
Molecular weight   300.3 g mol⁻¹

Positions of all 33 atoms, in Å:
H1 6.2341 -0.0681 0.9196
C1 1.2267 -0.3759 -0.0035
H2 6.2444 -0.0780 -0.8675
N1 -2.3180 -3.5562 -0.0334
C2 -0.0993 -0.9520 -0.0090
H3 -6.3167 3.0849 0.0232
H4 -3.7988 3.7929 -0.0634
N2 -0.3078 -2.3052 0.0006
H5 4.4657 -1.3451 0.0227
C3 -3.5621 -0.9096 0.0014
O1 -4.3593 -1.8384 0.0285
C4 -3.2982 1.6598 -0.0438
C5 2.6772 1.5404 -0.0048
N3 -1.2037 -0.2430 -0.0226
H6 -3.3241 -3.4734 0.0311
H7 2.1938 -2.2735 0.0130
H8 -1.8371 -4.4312 0.0588
O2 5.0033 1.3355 0.0112
S1 -5.7068 0.7393 0.0417
C6 -3.9894 0.4740 -0.0040
H9 -2.2258 1.6991 -0.0760
C7 3.6198 -0.6758 0.0136
H10 0.5438 1.6509 -0.0187
H11 2.8375 2.6071 -0.0096
C8 3.7989 0.7049 0.0070
H12 7.0007 1.2657 0.0231
C9 2.3437 -1.2053 0.0083
C10 -5.4670 2.4308 0.0081
C11 -1.6071 -2.4287 -0.0093
C12 -4.1478 2.7762 -0.0366
N4 -2.2050 -1.1666 -0.0221
C13 6.1748 0.5561 0.0222
C14 1.4098 1.0085 -0.0100